P:
{"formula": "C10H16N2O5", "method": "ωB97M-V/def2-TZVPD", "e_homo_ha": -0.340, "orbital_gap_ha": 0.3370, "total_charge": 0, "smiles": "O=C(O)CC[C@H](NC(=O)[C@@H]1CCCN1)C(=O)O", "elements": ["C", "C", "C", "C", "C", "C", "C", "C", "C", "C", "H", "H", "H", "H", "H", "H", "H", "H", "H", "H", "H", "H", "H", "H", "H", "H", "N", "N", "O", "O", "O", "O", "O"], "positions_angstrom": [[-2.71267, -0.79072, 0.61461], [-1.14143, -0.72662, 0.28332], [-3.45027, -1.44258, -0.64159], [-4.34364, -0.16731, -1.31624], [-4.76203, 0.56634, 0.12823], [0.87955, 0.75988, 1.06233], [0.77029, 1.71666, -0.24617], [2.10411, -0.11691, 1.11097], [2.43564, -1.14687, -0.02576], [3.89416, -0.83652, -0.33254], [-2.97989, 1.03696, 0.44115], [-2.77045, -1.49718, 1.41383], [-4.25558, -2.32852, -0.27568], [-2.71993, -2.20851, -1.41150], [-5.30624, -0.68867, -2.08341], [-3.57323, 0.58056, -2.00960], [-4.96072, 1.64884, 0.21328], [-5.44131, 0.01075, 0.85411], [-0.97714, 0.60727, 1.72991], [0.81850, 1.38874, 2.07018], [3.18167, 0.35908, 1.35780], [2.11424, -0.77317, 2.02106], [1.96037, -1.08084, -0.95831], [2.21236, -2.13252, 0.14584], [5.27654, 0.75589, -0.55242], [2.88916, 2.00056, -0.39457], [-3.43903, 0.34816, 0.91848], [-0.36255, 0.14670, 1.07137], [-0.61437, -1.52128, -0.47750], [-0.31441, 2.04294, -0.65592], [4.73823, -1.80690, -0.23550], [4.18669, 0.51628, -0.55309], [1.89139, 2.26453, -0.61718]], "nbo_charge": [-0.167, 0.711, -0.442, -0.466, -0.245, -0.149, 0.795, -0.436, -0.518, 0.798, 0.351, 0.205, 0.209, 0.269, 0.239, 0.232, 0.216, 0.208, 0.394, 0.239, 0.235, 0.239, 0.257, 0.256, 0.533, 0.553, -0.628, -0.637, -0.616, -0.577, -0.583, -0.758, -0.716]}

Q:
{"formula": "C10H16N2O5", "method": "ωB97M-V/def2-TZVPD", "e_homo_ha": -0.313, "orbital_gap_ha": 0.3366, "total_charge": 0, "smiles": "N[C@@H](CCC(=O)O)C(=O)N1CCC[C@H]1C(=O)O", "elements": ["C", "C", "C", "C", "C", "C", "C", "C", "C", "C", "H", "H", "H", "H", "H", "H", "H", "H", "H", "H", "H", "H", "H", "H", "H", "H", "N", "N", "O", "O", "O", "O", "O"], "positions_angstrom": [[0.80923, -1.33463, 0.26972], [0.34451, 0.11172, -0.56184], [0.17240, -2.58167, -0.45017], [1.18484, -3.57549, -0.95005], [2.09068, -2.84685, -1.94477], [-0.73749, 2.17582, -0.28890], [0.39202, 3.16077, 0.16711], [-2.08359, 2.59164, 0.19139], [-2.25423, 1.72797, 1.51582], [-0.87309, 0.88569, 1.64271], [-0.41847, -1.57513, 1.91891], [1.34575, -1.58111, 2.13730], [1.88920, -1.36954, -0.09950], [-0.46640, -3.07038, 0.25201], [-0.39941, -2.25608, -1.28973], [0.68962, -4.66386, -1.21285], [1.93402, -3.94038, -0.25421], [1.60986, -2.22804, -3.83382], [-0.72718, 2.25748, -1.36383], [-2.78853, 2.11927, -0.46487], [-2.54601, 3.61305, 0.30869], [-2.49422, 2.63029, 2.13603], [-3.05803, 1.10734, 1.52030], [-0.12821, 1.40469, 2.29232], [-1.14907, -0.03660, 2.28062], [0.77928, 5.00763, 0.26096], [0.52531, -1.43790, 1.60924], [-0.33351, 0.99579, 0.26429], [0.61262, 0.33735, -1.72685], [3.19643, -2.40709, -1.92991], [1.26878, -2.56611, -3.00777], [1.10063, 2.99181, 1.11365], [0.51223, 4.35252, -0.50199]], "nbo_charge": [-0.115, 0.705, -0.416, -0.507, 0.804, -0.155, 0.793, -0.411, -0.418, -0.220, 0.384, 0.398, 0.237, 0.204, 0.228, 0.245, 0.221, 0.502, 0.268, 0.212, 0.238, 0.218, 0.196, 0.231, 0.218, 0.497, -0.871, -0.469, -0.622, -0.565, -0.733, -0.596, -0.704]}

Most stable structure: Q